1.
This record from OMol25 describes an isolated molecule of C19H25N5O2. The level of theory is ωB97M-V/def2-TZVPD.

The geometry in XYZ format:
```
51
Properties=species:S:1:pos:R:3:mulliken_charge:R:1
C -4.8709 -1.1652 -1.4256 -1.543
C -3.5253 -1.8493 -1.1957 1.105
C -3.4054 -3.0910 -2.0778 -1.665
C -3.3321 -2.2510 0.2709 -1.022
C -3.2936 -1.0753 1.2465 -1.473
N -2.2466 -0.1244 0.9083 -0.001
C -2.5686 1.1305 0.4377 0.548
O -3.7246 1.4904 0.3328 -0.699
C -1.4210 1.9768 0.0631 0.049
C -1.6794 3.2353 -0.4793 -0.610
C -0.6447 4.0489 -0.8874 -0.627
C 0.6658 3.6005 -0.7808 -0.797
C 0.9486 2.3593 -0.2448 -0.137
C -0.0924 1.5498 0.1997 0.765
N 0.1070 0.3045 0.7761 0.184
C 1.1994 -0.4467 1.1732 0.378
C 2.6327 -0.0546 1.1503 -0.866
N 3.1213 0.1662 -0.2060 -0.071
C 2.9640 -0.9814 -1.0914 -0.701
C 4.0105 -2.0722 -0.8402 -0.583
O 5.3219 -1.5536 -0.9348 -0.398
C 5.5166 -0.4958 -0.0221 -0.600
C 4.5017 0.6290 -0.2585 -0.759
N 0.7934 -1.5817 1.6565 -0.755
N -0.5486 -1.6371 1.6108 -0.500
C -0.9583 -0.5114 1.0956 0.582
H -4.9195 -0.2101 -0.9101 0.349
H -5.6826 -1.7973 -1.0715 0.325
H -5.0199 -0.9799 -2.4872 0.417
H -2.7278 -1.1509 -1.4782 0.101
H -2.4441 -3.5781 -1.9298 0.409
H -4.1914 -3.8027 -1.8349 0.342
H -3.4974 -2.8243 -3.1281 0.413
H -2.3971 -2.8048 0.3747 0.484
H -4.1488 -2.9079 0.5750 0.498
H -4.2308 -0.5178 1.2364 0.607
H -3.0930 -1.4512 2.2526 0.405
H -2.7111 3.5392 -0.5704 0.496
H -0.8520 5.0230 -1.3023 0.409
H 1.4778 4.2238 -1.1235 0.448
H 1.9612 1.9954 -0.2042 0.561
H 2.7630 0.8827 1.7046 0.495
H 3.1638 -0.8507 1.6913 0.386
H 1.9628 -1.3961 -0.9684 0.447
H 3.0713 -0.6094 -2.1151 0.403
H 3.9386 -2.8527 -1.5987 0.375
H 3.8524 -2.5228 0.1511 0.336
H 6.5331 -0.1349 -0.1873 0.388
H 5.4350 -0.8704 1.0102 0.329
H 4.6450 1.4249 0.4754 0.401
H 4.6604 1.0394 -1.2611 0.379
```

LUMO level (eV): 0.2398
SMILES: CC(C)CCn1c(=O)c2ccccc2n2c(CN3CCOCC3)nnc12
Charge: 0
Gap between HOMO and LUMO (eV): 8.939
Energy relative to the best compared isomer or geometry (same formula, charge and spin) (kJ/mol): 166.7
Maximum force (hartree/bohr): 0.024
Spin multiplicity: 1
Highest occupied orbital energy (eV): -8.70

---

2.
This record from OMol25 describes a structure of composition C19H25N5OPdS. The level of theory is ωB97M-V/def2-TZVPD.

The geometry in XYZ format:
```
52
Properties=species:S:1:pos:R:3:mulliken_charge:R:1
Pd 0.3447 -0.5323 0.0158 0.145
C 3.1458 -1.9177 -0.2280 -0.800
C 3.2809 -0.6236 0.6217 -0.660
N 2.4249 0.4565 0.1125 -0.076
C 2.8801 1.0330 -1.1581 -0.757
C 1.6948 1.3593 -2.0828 -0.731
N 0.6659 0.3157 -2.0988 0.166
C 0.8915 -0.8519 -2.9555 -0.702
C 2.0065 -1.7562 -2.4171 -0.956
N 1.8833 -1.9410 -0.9701 -0.147
H 3.9860 -1.9947 -0.9285 0.357
H 3.1997 -2.7751 0.4474 0.476
H 2.9664 -0.8378 1.6476 0.287
H 4.3343 -0.3138 0.6475 0.401
H 2.3751 1.1857 0.8235 0.318
H 3.4455 1.9572 -0.9958 0.498
H 3.5539 0.3286 -1.6429 0.256
H 1.2141 2.2695 -1.7121 0.426
H 2.0747 1.5532 -3.0946 0.287
H -0.1959 0.7508 -2.4160 0.096
H -0.0450 -1.4199 -2.9745 0.378
H 1.1406 -0.5475 -3.9814 0.414
H 1.9543 -2.7165 -2.9440 0.441
H 2.9743 -1.3104 -2.6513 0.327
H 1.3550 -2.7907 -0.7775 0.571
O -0.6496 -2.4894 0.1789 -0.386
N -1.2237 -2.6976 1.3683 0.483
C -2.2813 -3.6068 1.4099 -0.496
C -3.3833 -3.3545 2.1530 -0.290
C -3.4479 -2.2231 3.0096 -0.683
C -2.3174 -1.4174 3.1260 -0.314
C -1.2168 -1.6383 2.3352 0.146
S 0.2784 -0.7780 2.4606 -0.329
H -2.1783 -4.4418 0.7414 0.381
H -4.2218 -4.0303 2.0978 0.416
H -4.3299 -2.0267 3.5905 0.446
H -2.2831 -0.6142 3.8437 0.480
C -1.8276 0.1374 -0.3457 -1.989
C -1.6315 1.4853 0.0272 2.240
C -1.5306 2.5350 -0.9391 -0.612
C -1.5537 3.8520 -0.5676 -0.941
C -1.6616 4.2048 0.7888 0.618
C -1.7303 3.1963 1.7652 -1.010
C -1.7120 1.8783 1.3992 -0.231
C -1.7459 5.5587 1.1651 -0.089
N -1.8339 6.6638 1.4637 -0.442
H -2.0564 -0.0826 -1.3874 0.387
H -2.3419 -0.4960 0.3739 0.519
H -1.5266 2.2846 -1.9928 0.479
H -1.5136 4.6343 -1.3115 0.508
H -1.8150 3.4742 2.8041 0.494
H -1.8162 1.1116 2.1550 0.203
```

LUMO level (alpha / beta) (eV): -2.2277 / -5.2199
Charge: +1
Gap between HOMO and LUMO (alpha / beta) (eV): 6.682 / 5.928
Energy relative to the best compared isomer or geometry (same formula, charge and spin) (kJ/mol): 81.1
Maximum force (hartree/bohr): 0.035
Spin multiplicity: 6
⟨S²⟩: 8.8372
Highest occupied orbital energy (alpha / beta) (eV): -8.91 / -11.15

---

3.
This record from OMol25 describes an isolated molecule of C19H25N5S. The level of theory is ωB97M-V/def2-TZVPD.

The geometry in XYZ format:
```
50
Properties=species:S:1:pos:R:3:mulliken_charge:R:1
C 3.4770 -4.4687 -0.5475 -1.019
C 2.3361 -4.0465 -1.5575 -0.822
C 1.3078 -3.1333 -0.9136 0.216
N 1.6460 -1.8658 -0.9276 -0.628
C 0.6827 -0.9985 -0.5964 0.196
S 0.9742 0.7613 -0.7329 -0.352
C -0.7016 1.1118 -0.3271 -0.285
C -1.4084 2.2815 -0.2382 0.648
N -0.9287 3.4882 -0.6330 -0.161
C -0.5337 4.3533 0.4667 -0.001
C 0.9933 4.3334 0.6538 -0.893
N 1.5226 5.7246 0.8075 0.073
C 1.9413 6.5862 -0.2398 -0.911
C 1.3529 6.3008 2.1284 -1.076
N -2.7542 2.3041 -0.0917 -0.651
C -3.4458 1.1197 -0.0906 -0.302
N -2.8468 -0.0808 0.0449 -0.402
C -1.4844 -0.0766 -0.1369 0.021
C -0.6114 -1.2733 -0.2635 -0.005
C -0.9738 -2.6594 -0.1687 0.568
C 0.0437 -3.5491 -0.5041 1.385
C -0.2341 -5.0237 -0.4005 -1.464
C -1.3465 -5.4655 0.5285 -0.978
C -2.6333 -4.6097 0.1463 -1.008
C -2.4019 -3.0375 0.2027 -0.982
H 3.7954 -3.6646 0.1524 0.285
H 4.4420 -4.7695 -1.0113 0.348
H 3.1146 -5.3586 0.0200 0.243
H 1.8983 -4.9946 -1.9085 0.250
H 2.8227 -3.6573 -2.3740 0.511
H -1.6663 3.9671 -1.1569 0.377
H -0.7344 5.5001 0.3872 0.360
H -0.9818 4.0589 1.4373 0.221
H 1.6003 3.8214 -0.2726 0.235
H 1.1659 3.7715 1.4919 0.406
H 1.8844 5.9817 -1.1673 0.282
H 2.8565 7.1132 0.0374 0.281
H 1.2285 7.3857 -0.4613 0.302
H 0.4931 6.9447 2.2589 0.330
H 2.3150 6.7444 2.4652 0.336
H 1.0210 5.5157 2.7609 0.303
H -4.5377 1.2997 -0.1523 0.398
H 0.6067 -5.6418 -0.1417 0.287
H -0.3357 -5.3337 -1.3979 0.578
H -1.1869 -5.2361 1.5809 0.350
H -1.5105 -6.5668 0.3950 0.353
H -2.9055 -4.9602 -0.8623 0.329
H -3.5967 -4.7637 0.6995 0.428
H -3.1174 -2.7035 -0.4830 0.478
H -2.6446 -2.5303 1.0934 0.567
```

LUMO level (eV): -0.0474
SMILES: CCc1nc2sc3c(NCCN(C)C)ncnc3c2c2c1CCCC2
Charge: 0
Gap between HOMO and LUMO (eV): 7.623
Energy relative to the best compared isomer or geometry (same formula, charge and spin) (kJ/mol): 300.7
Maximum force (hartree/bohr): 0.097
Spin multiplicity: 1
Highest occupied orbital energy (eV): -7.67

---

4.
This record from OMol25 describes a structure of composition C19H25N6SSb2Zn. The level of theory is ωB97M-V/def2-TZVPD.

The geometry in XYZ format:
```
54
Properties=species:S:1:pos:R:3:mulliken_charge:R:1
Zn 10.0979 6.6741 9.3531 0.602
C 14.6181 6.3433 6.9573 -1.309
Sb 13.5309 7.2843 8.6395 0.294
C 14.4869 6.1081 10.2637 -1.161
C 14.6241 9.2368 9.1131 -1.505
C 14.6365 9.7821 7.7560 0.476
C 15.7249 9.6078 6.8572 -0.381
C 15.7398 10.1120 5.5698 -0.618
C 14.5980 10.8591 5.1130 -0.736
C 13.5437 11.1025 6.0350 -0.421
C 13.4844 10.5567 7.2965 0.931
C 12.3125 10.9549 8.1277 -1.431
Sb 10.6094 9.5186 7.9254 0.326
C 8.8171 10.4680 8.8120 -1.142
C 10.3883 9.7269 5.7218 -1.244
H 15.6430 6.6401 6.8256 0.443
H 14.0147 6.6194 6.0263 0.332
H 14.5389 5.2582 7.0456 0.461
H 14.7877 5.1668 9.7820 0.366
H 13.7985 5.8238 11.1271 0.273
H 15.4040 6.6598 10.6084 0.352
H 15.6393 8.9151 9.4209 0.551
H 14.0454 9.7408 9.8982 0.407
H 16.6333 9.1163 7.2225 0.413
H 16.6448 9.9536 4.9672 0.387
H 14.4924 11.1718 4.0876 0.422
H 12.6108 11.7056 5.7079 0.173
H 11.8863 11.9431 7.8375 0.627
H 12.5311 10.7753 9.1888 0.320
H 8.9738 11.5976 8.7168 0.376
H 8.8860 10.1108 9.8687 0.268
H 7.8693 10.2001 8.3607 0.341
H 9.5045 9.1361 5.2950 0.350
H 11.3241 9.3261 5.3527 0.426
H 10.1822 10.7765 5.3840 0.378
N 5.9341 6.4025 8.8917 0.131
C 7.0466 6.3362 8.1706 -0.193
N 8.1022 6.5113 8.9881 -0.090
C 7.5053 6.6960 10.1922 -0.151
N 6.1748 6.5973 10.2080 -0.626
C 8.2571 6.8036 11.4229 1.131
C 7.7034 6.8563 12.6617 -0.101
N 8.4315 6.8899 13.7543 -0.517
C 9.7884 7.0713 13.6465 -0.442
C 10.3589 7.1901 12.3940 -0.133
N 9.6199 6.9456 11.3140 -0.026
H 4.9675 6.4377 8.5570 0.239
H 7.1450 6.2691 7.1033 0.523
H 6.6077 6.7470 12.8468 0.441
H 10.2411 7.1418 14.5681 0.492
H 11.3381 7.5397 12.2544 0.514
S 11.1717 5.0312 8.1104 -0.468
C 11.1919 5.9691 6.7148 0.398
N 11.1616 6.7596 5.8479 -0.467
```

LUMO level (eV): -4.5285
Charge: +1
Gap between HOMO and LUMO (eV): 5.163
Energy relative to the best compared isomer or geometry (same formula, charge and spin) (kJ/mol): 30.8
Maximum force (hartree/bohr): 0.076
Spin multiplicity: 1
Highest occupied orbital energy (eV): -9.69